# 1
ORCA calculation (ωB97M-V with the def2-TZVPD basis set) on a molecular structure, C36H66BGeN3OP2Ru.

For the HOMO energy (spin up / spin down), the calculation gives -12.8 / -13.0 eV. As for the multiplicity: 5. Its expectation value of S² is 6.019. As for the net charge: +2. The value obtained for the orbital gap (spin up / spin down) is 0.27780 / 0.21515 Ha.

Element x y z (Å)
Ru: -0.24854 0.15619 -0.32453
C: -1.36532 3.00682 3.94730
C: -1.02435 2.76645 2.45047
C: -1.97380 3.65552 1.60170
C: 0.43918 3.21709 2.29158
P: -1.21284 0.94915 1.98299
C: -0.03879 0.14467 3.16001
N: 1.24714 0.00881 2.51053
B: 1.40020 0.14034 1.09035
N: 2.77913 0.04013 0.85770
C: 3.40919 0.22993 -0.42355
P: 2.02912 0.37641 -1.62625
C: 2.22161 2.07470 -2.45021
C: 1.99822 3.04704 -1.34155
C: 1.25949 2.27370 -3.63193
C: 3.68958 2.33747 -3.00187
C: 2.16045 -1.01742 -2.84043
C: 3.31248 -0.92008 -3.83904
C: 2.30857 -2.33599 -1.98371
C: 0.83203 -1.17074 -3.58296
C: 3.46924 -0.16273 2.04030
C: 4.81608 -0.43047 2.31959
C: 5.17509 -0.71591 3.58797
C: 4.19886 -0.73075 4.58560
C: 2.84707 -0.42851 4.40862
C: 2.51155 -0.16256 3.08812
C: -2.93364 0.13584 2.22712
C: -3.78478 0.32114 0.97117
C: -2.74532 -1.36925 2.50903
C: -3.80940 0.61957 3.40770
H: -1.27172 4.08301 4.22734
H: -0.63687 2.50022 4.60180
H: -2.37239 2.68321 4.12029
H: -1.84604 4.70215 1.89922
H: -3.08294 3.48471 1.72370
H: -1.76132 3.63561 0.55716
H: 0.43111 4.25487 2.50195
H: 0.86026 3.06471 1.29451
H: 1.15309 2.85537 2.97701
H: -0.46744 -0.83554 3.48972
H: 0.08706 0.76990 4.10464
H: 4.01985 -0.59128 -0.68925
H: 4.04156 1.08784 -0.37950
H: 1.01024 3.07080 -0.90597
H: 2.16257 4.05377 -1.80759
H: 2.60583 2.94995 -0.44755
H: 0.21054 2.30490 -3.24055
H: 1.37461 1.56843 -4.48651
H: 1.50240 3.23873 -4.06451
H: 4.46907 2.06134 -2.30019
H: 3.79695 3.40037 -3.19699
H: 3.85924 1.78110 -3.94236
H: 4.31258 -0.83609 -3.39106
H: 3.14153 0.02414 -4.42880
H: 3.24604 -1.76885 -4.50042
H: 3.37021 -2.57477 -1.83378
H: 1.83870 -3.17774 -2.46625
H: 1.79097 -2.23384 -1.00588
H: 0.77861 -0.32957 -4.31903
H: -0.05782 -1.11368 -2.93511
H: 0.83708 -2.13050 -4.16084
H: 5.50751 -0.40669 1.49923
H: 6.25039 -0.82967 3.80990
H: 4.60298 -0.98059 5.57347
H: 2.11022 -0.49533 5.19517
H: -3.33932 -0.17151 0.11773
H: -4.10383 1.35652 0.74348
H: -4.70472 -0.23244 1.22445
H: -2.08426 -1.88802 1.75679
H: -3.76398 -1.78088 2.43059
H: -2.41238 -1.52748 3.52895
H: -4.19980 1.60362 3.13002
H: -3.25054 0.76393 4.34083
H: -4.61978 -0.09998 3.47002
O: -0.69871 -3.91095 3.75970
C: 0.54883 -4.32575 3.28125
C: 0.32521 -4.51587 1.75267
C: 0.44609 -3.14268 1.03334
C: -0.42174 -3.02008 -0.21335
C: -0.52935 -4.11050 -1.09269
C: -1.56014 -4.04205 -2.03986
C: -2.35461 -2.90567 -2.17476
C: -2.01819 -1.84850 -1.45264
N: -1.08978 -1.89103 -0.48230
H: -0.62007 -3.92896 4.71680
H: 0.83728 -5.25685 3.78906
H: 1.32787 -3.56033 3.50525
H: -0.65503 -4.96262 1.63285
H: 1.06172 -5.28040 1.31864
H: 1.47936 -2.97783 0.75796
H: 0.15332 -2.37038 1.76723
H: 0.04951 -4.99189 -0.90621
H: -1.71573 -4.84060 -2.78159
H: -3.15652 -2.82708 -2.94455
H: -2.50623 -0.93165 -1.57063
C: -4.48155 0.29759 -2.66111
Ge: -2.82531 1.30781 -2.99674
C: -3.15261 3.20699 -3.42480
C: -2.02503 0.33982 -4.53857
C: -1.61106 1.42486 -1.28014
H: -5.32214 0.78004 -3.14817
H: -4.81471 0.41400 -1.58392
H: -4.39841 -0.77158 -2.96013
H: -2.16821 3.68271 -3.44515
H: -3.83027 3.68287 -2.66160
H: -3.55890 3.31858 -4.40975
H: -1.04742 0.71206 -4.73549
H: -2.66656 0.53171 -5.38939
H: -1.96952 -0.74871 -4.37982
H: -2.34404 1.67862 -0.48733
H: -1.05095 2.43304 -1.36168

Cartesian forces, eV/Å:
0.426 0.188 0.364
0.712 0.154 -0.109
-0.403 0.509 0.407
-0.805 0.240 0.773
-0.718 -0.201 -1.495
0.493 -0.494 0.008
0.198 -0.190 1.982
-0.655 0.443 -0.666
-0.552 -0.045 0.603
0.798 0.051 -0.995
-0.877 0.071 0.437
-0.760 0.587 -0.491
1.512 -1.285 -0.721
-0.410 2.078 0.014
-0.688 -0.114 0.388
-0.801 -1.026 -0.164
-0.137 -1.802 1.002
-0.437 1.908 -0.143
0.387 1.025 0.622
0.112 0.829 -1.289
-0.281 -0.256 1.467
-1.214 0.569 -2.199
0.589 0.210 0.993
0.541 -0.102 1.662
1.114 -0.498 -0.755
-0.520 -0.224 -0.448
0.209 0.229 0.541
-0.656 -0.345 0.453
0.272 -0.153 -1.282
1.002 1.305 -0.550
-0.175 -0.654 -0.572
-0.549 0.026 -0.145
-0.428 -0.049 0.538
0.162 -0.143 0.125
1.163 -0.300 0.094
0.253 -0.230 -0.855
-0.044 1.321 -0.086
-0.203 0.050 -0.044
0.528 -1.117 1.043
0.447 0.620 -0.265
-0.300 -0.752 -1.160
0.724 -1.090 -0.339
0.405 0.857 -0.289
-0.714 -0.177 -0.339
-0.058 -0.572 0.770
0.754 -0.122 -0.200
0.713 -0.150 -0.668
-0.088 0.260 0.907
-0.158 0.366 0.027
0.098 -0.062 0.167
-0.109 0.123 -0.075
-0.026 0.441 0.517
-0.322 -0.224 -0.014
0.332 -1.136 0.208
0.207 -0.296 -0.276
-0.303 0.035 0.203
-0.073 -0.198 -0.433
0.559 -0.005 -0.532
-0.346 -0.892 0.485
0.371 -0.154 -0.221
-0.091 0.789 0.522
0.460 -0.023 -0.145
-0.854 -0.235 0.114
-0.579 0.164 -0.176
0.091 0.073 0.104
-0.019 0.111 -0.229
0.454 -0.440 0.116
0.095 0.214 -0.400
-0.662 0.441 0.974
0.430 -0.176 -0.025
0.197 -0.215 -0.020
-0.289 -0.095 0.266
-0.319 -0.509 -0.094
-0.116 0.114 0.430
-0.500 0.561 0.653
0.608 -0.380 -1.008
1.757 -0.680 -0.026
-0.912 -0.054 0.200
0.469 -0.805 0.034
-1.791 0.917 0.108
0.730 -0.925 -0.747
-0.822 -1.685 -2.068
0.506 0.487 1.422
0.583 0.503 0.443
-0.400 0.105 0.208
0.095 0.068 -0.397
-0.235 -0.397 -0.322
-0.273 0.074 -0.003
-0.858 1.153 0.631
0.355 0.130 0.113
0.117 -0.141 -0.481
0.183 -0.325 -0.179
0.115 0.135 0.687
0.755 -0.248 0.777
-0.599 1.163 -0.182
-0.324 0.091 1.690
0.317 -0.264 -0.071
0.100 -0.156 1.258
-0.504 -0.150 0.921
-0.129 2.031 -0.508
0.041 -0.067 -0.667
0.589 -0.574 -0.991
-0.212 0.813 0.286
-0.186 0.224 0.214
0.792 -0.388 -0.806
-0.457 -0.040 -0.509
0.725 0.258 -0.360
-0.134 0.041 -0.221
-0.069 0.399 0.024
0.123 -0.180 -0.433
-0.624 -1.345 -0.110

=====

# 2
ORCA calculation (ωB97M-V with the def2-TZVPD basis set) on 7 unconnected molecules or ions with the total composition C36H66ClN12.

For the HOMO energy (spin up / spin down), the calculation gives -22.6 / -22.6 eV. As for the multiplicity: 2. For the energy above the lowest of the compared OMol25 structures with the same formula, charge and spin, the calculation gives 24.7 kcal per mole. Its expectation value of S² is 0.753. As for the net charge: +6. The value obtained for the orbital gap (spin up / spin down) is 0.33975 / 0.12331 Ha.

Element x y z (Å)
C: 6.09929 -0.51575 -1.86813
C: 4.58626 -0.33051 -2.07504
N: 4.21085 1.08068 -2.22845
C: 3.04087 1.74809 -1.64494
C: 3.01594 3.04710 -2.05913
N: 4.14671 3.28116 -2.90088
C: 4.81687 2.06293 -3.00205
C: 4.49620 4.55013 -3.45559
H: 6.74304 -0.56072 -2.74657
H: 6.30150 -1.45199 -1.34787
H: 6.53215 0.25135 -1.22603
H: 4.03574 -0.59933 -1.17350
H: 4.16910 -0.74488 -2.99284
H: 2.38094 1.18161 -1.00462
H: 2.33879 3.80252 -1.68870
H: 5.73599 1.91398 -3.54926
H: 4.51017 5.36563 -2.73250
H: 3.76953 4.75449 -4.24190
H: 5.51635 4.44418 -3.82460
C: -0.61969 -3.06815 4.17256
C: -2.15287 -2.99082 4.04789
N: -2.57842 -1.56580 3.95405
C: -3.20684 -0.83593 4.97339
C: -3.27994 0.44470 4.61324
N: -2.69732 0.63681 3.31022
C: -2.38995 -0.64225 2.94227
C: -2.83744 1.81446 2.51231
H: -0.16260 -2.45134 4.94633
H: -0.25631 -2.73752 3.19956
H: -0.31669 -4.11452 4.20995
H: -2.64632 -3.43921 4.91019
H: -2.67129 -3.46764 3.21603
H: -3.47454 -1.42335 5.83922
H: -3.74935 1.21218 5.21076
H: -1.89886 -0.93709 2.02668
H: -1.89646 2.32557 2.30876
H: -3.52894 2.52088 2.97155
H: -3.42595 1.52694 1.64105
C: -0.28373 2.94571 -3.54171
C: -1.67680 3.36579 -3.21993
N: -2.56155 2.23173 -2.84036
C: -3.48056 1.65448 -3.71511
C: -4.21204 0.67865 -2.97206
N: -3.69294 0.70588 -1.68336
C: -2.69583 1.71128 -1.59354
C: -4.15117 -0.03623 -0.51406
H: 0.44302 3.65673 -3.93463
H: -0.25005 2.09055 -4.21674
H: 0.21573 2.54667 -2.65887
H: -2.05242 3.76707 -4.16120
H: -1.59118 4.18553 -2.50663
H: -3.51073 1.98564 -4.74264
H: -4.99531 0.07186 -3.40182
H: -2.20749 2.09937 -0.71188
H: -3.27092 -0.58239 -0.17497
H: -4.62514 -0.99912 -0.70459
H: -4.67836 0.50309 0.27290
C: 0.09196 -6.53122 1.27326
C: 0.95416 -5.99722 0.00866
N: 1.56526 -4.72999 0.35847
C: 0.92169 -3.46596 0.34780
C: 1.80307 -2.51828 0.79001
N: 3.02930 -3.15461 1.01294
C: 2.82452 -4.47609 0.77638
C: 4.28149 -2.42153 1.30106
H: -0.58621 -5.74135 1.59621
H: 0.81547 -6.75262 2.05786
H: -0.33370 -7.50740 1.04092
H: 0.43089 -5.72594 -0.90824
H: 1.76133 -6.70048 -0.19627
H: -0.11208 -3.29220 0.08793
H: 1.77298 -1.43870 0.78786
H: 3.59142 -5.22934 0.88069
H: 4.73036 -2.87739 2.18356
H: 4.29321 -1.35999 1.54826
H: 4.97145 -2.55696 0.46817
C: -3.25879 -5.80281 -3.40678
C: -3.85124 -4.36279 -3.69797
N: -2.85286 -3.45240 -3.93200
C: -2.35017 -3.08504 -5.18219
C: -1.27075 -2.25774 -4.91320
N: -1.19410 -2.02100 -3.52400
C: -2.23072 -2.71881 -2.94429
C: -0.25096 -1.31509 -2.69776
H: -2.52094 -6.15355 -4.12835
H: -4.09922 -6.49488 -3.35365
H: -2.68429 -5.79642 -2.48049
H: -4.29698 -4.01615 -2.76563
H: -4.53151 -4.39396 -4.54906
H: -2.73461 -3.43336 -6.12944
H: -0.62654 -1.75041 -5.61605
H: -2.29467 -2.65874 -1.86786
H: 0.77043 -1.51665 -3.02063
H: -0.47826 -1.32822 -1.63181
H: -0.36776 -0.27559 -3.00421
C: -1.42977 5.82444 5.86149
C: -0.58497 6.50144 4.83598
N: 0.15680 5.62194 3.96504
C: -0.32463 4.93086 2.85181
C: 0.62885 3.99099 2.39956
N: 1.78603 4.43064 3.02440
C: 1.49849 5.32418 4.03932
C: 3.09582 3.79519 2.83007
H: -0.72660 5.10966 6.28897
H: -2.16398 5.17417 5.38590
H: -1.86162 6.43353 6.65560
H: 0.15071 7.15398 5.30614
H: -1.12722 7.17109 4.16842
H: -1.36972 4.94888 2.58003
H: 0.57233 3.18483 1.68310
H: 2.29292 5.81840 4.57878
H: 3.95443 4.46643 2.81230
H: 3.14318 3.09961 1.99220
H: 3.21926 3.06247 3.62756
Cl: 0.02756 0.59754 0.32039

Cartesian forces, eV/Å:
0.212 -0.276 0.243
0.504 0.804 -0.319
-1.265 5.270 -0.757
2.117 -0.923 -1.249
1.566 -0.971 -0.230
-1.028 -4.373 2.410
-1.768 0.515 1.719
0.671 0.653 -0.980
-0.489 0.113 -0.337
-0.204 -0.120 -0.068
-0.284 0.182 0.085
-0.015 -0.527 -0.193
0.255 -0.936 0.334
0.109 0.202 -0.062
0.218 0.235 -0.466
-0.016 0.090 -0.104
-0.192 -0.309 0.227
0.388 0.305 -0.169
-0.184 0.300 -0.392
-0.674 -0.404 -1.596
-0.225 0.477 0.453
-0.736 3.584 -0.987
1.061 -2.055 -0.405
0.047 1.412 -0.516
-1.283 -3.802 3.023
1.027 -1.074 0.968
-0.970 0.595 -0.725
-0.377 -0.255 0.168
0.449 0.271 -0.063
0.008 0.057 0.527
-0.028 0.422 0.224
0.796 -0.347 -0.318
-0.282 0.631 0.288
0.182 0.337 -0.362
-0.110 0.267 -0.062
-0.041 -0.275 -0.112
0.297 -0.066 0.555
0.618 0.178 -0.431
1.571 -2.025 0.415
0.358 0.833 -1.248
-0.804 -0.103 0.880
-0.107 -1.207 2.268
2.334 2.417 -0.991
0.640 2.050 -0.393
-1.969 -1.506 -2.299
1.041 -1.821 0.240
-0.751 0.563 -0.112
-0.231 0.081 -0.398
0.031 0.001 0.452
-0.618 0.156 0.315
-0.911 -0.306 0.353
-0.261 -0.176 0.018
-0.105 -0.234 0.644
-0.180 -0.281 0.005
0.652 0.873 0.953
-1.266 0.674 -1.004
0.072 0.169 -0.464
1.651 0.402 -1.684
-0.817 -0.842 1.444
1.372 3.604 1.104
0.527 -0.229 0.540
0.809 -1.013 -0.842
-1.911 0.251 -0.373
0.108 0.284 -0.110
1.357 -1.398 0.423
-0.292 -0.407 -0.025
0.009 0.257 0.134
-0.512 0.372 -0.136
-0.405 -0.773 0.089
-0.164 0.006 -0.204
0.101 -0.495 -0.065
-0.252 -0.230 0.217
0.013 -0.061 0.005
0.133 -0.153 -0.099
-1.286 -0.029 -0.260
-0.067 -0.106 0.023
-0.195 0.814 -0.204
-1.420 -3.395 1.249
2.927 4.161 0.170
1.722 0.675 2.135
-0.449 0.346 0.421
-2.781 -2.590 -0.490
1.670 -0.300 -2.866
0.346 1.985 -1.562
-0.402 0.157 -0.531
0.241 -0.092 0.103
-0.372 0.076 0.360
-0.846 -0.333 -0.287
-0.190 0.065 0.302
-0.038 -0.177 0.140
0.072 -0.122 0.097
-0.735 -0.738 -0.166
0.017 -0.618 0.628
0.170 -0.695 -0.242
0.069 0.449 0.264
0.549 -1.844 -0.063
-0.186 2.665 -0.168
2.822 -1.953 -2.102
-0.045 -2.389 0.733
-0.753 3.778 1.259
0.019 -0.283 1.334
-1.236 -0.721 -2.563
0.361 -1.203 0.880
-0.150 -0.079 0.786
-0.463 0.331 0.040
0.117 0.188 -0.409
0.065 -0.072 0.115
-0.254 -0.011 0.035
0.028 0.298 0.193
0.206 0.382 -0.041
-0.314 0.028 0.451
-0.399 0.208 -0.011
-0.502 0.748 -0.635
0.282 0.397 0.517
-0.177 0.076 -0.007